Entry 1:
13 unconnected molecules or ions with the total composition C5H35NO14 in a non-equilibrium geometry, computed with ωB97M-V with the def2-TZVPD basis set.

Element x y z (Å)
C: -2.7485 -1.5297 -1.7287
C: -1.8590 -0.6236 -0.8613
C: -2.6407 0.1051 0.2220
C: -1.9296 1.3863 0.5936
O: -1.8989 2.3155 -0.1706
N: -0.7991 -1.5217 -0.3047
C: 0.2768 -0.7551 0.3261
O: 1.3800 -1.6152 0.5795
H: -3.8085 -1.4076 -1.5160
H: -2.5003 -1.5509 -2.7914
H: -2.4557 -2.5605 -1.5081
H: -1.2164 0.0613 -1.4345
H: -2.8293 -0.4718 1.1246
H: -3.5652 0.4863 -0.2104
H: -1.4658 1.4304 1.5945
H: -1.2259 -2.2326 0.2803
H: 0.6096 0.0148 -0.3648
H: 0.0610 -0.4757 1.3634
H: 1.4486 -2.2412 -0.1533
H: 0.0728 3.1998 3.7463
H: -0.2176 1.8457 2.9903
O: 0.0429 2.7657 2.8961
H: 0.6519 3.8003 1.1838
H: 1.5760 2.6230 1.0727
O: 1.2223 3.3516 0.5537
H: 3.0814 3.5896 -2.2939
H: 2.4406 3.7302 -0.9070
O: 3.2948 3.7488 -1.3686
H: -1.7952 4.3899 -0.8432
H: -1.3712 4.7392 -2.3589
O: -1.9760 4.8878 -1.6367
H: -2.6742 -3.0575 3.7234
H: -2.4752 -2.1594 2.5221
O: -2.9854 -2.9171 2.8246
H: 0.6191 -2.9576 2.4965
H: -0.8952 -3.5383 2.4625
O: -0.2312 -3.0329 2.9370
H: 0.4675 -1.6559 -2.1846
H: 0.3111 -1.4924 -3.7248
O: 0.6909 -2.0482 -3.0400
H: 0.2803 -0.8776 3.9825
H: 0.0760 0.6300 4.2747
O: 0.4664 0.0103 3.6558
H: 0.2582 -4.0783 -1.6071
H: 1.5206 -3.7333 -1.3203
O: 0.8796 -4.3454 -0.9028
H: 3.4198 1.9951 -1.2469
H: 4.1530 0.8070 -0.6744
O: 3.3905 1.0115 -1.2261
H: 3.3240 -2.5605 -2.4131
H: 3.4083 -2.2758 -0.9329
O: 3.4739 -3.0024 -1.5671
H: 0.4436 2.0832 -1.6285
H: -0.9947 1.9454 -2.3489
O: -0.1138 1.5941 -2.2383

Properties
- E_tot (eV) = -35907.3138
- E_LUMO (hartree) = -0.010
- 2S+1 = 1
- orbital gap (eV) = 9.366

Löwdin atomic charge list, values in e, 4 entries: -0.03, -0.37, -0.09, -0.23

***

Entry 2:
A gas-phase ion, C4H7N2 (charge +1) in a non-equilibrium geometry, computed with ωB97M-V with the def2-TZVPD basis set.

Element x y z (Å)
C: 2.4051 -0.4338 -0.2451
C: 1.6957 0.5374 0.3358
N: 0.3880 1.0039 0.0396
N: -0.6968 0.4273 0.0438
C: -1.4627 -0.8519 0.2586
C: -2.0778 0.5448 -0.1714
H: 1.8551 -1.2532 -0.8888
H: 3.4775 -0.5605 0.0973
H: 2.3721 1.3559 0.6325
H: -1.5109 -1.1155 1.2423
H: -1.2060 -1.5688 -0.5180
H: -2.3781 0.7666 -1.1671
H: -2.8611 1.1479 0.3404

Properties
- charge = +1
- E_tot (eV) = -7229.5964
- E_LUMO (hartree) = -0.218
- 2S+1 = 1
- orbital gap (eV) = 9.027
- SMILES string = C=CN=[N+]1CC1

Löwdin atomic charge list, values in e, 4 entries: 0.09, -0.16, 0.19, -0.08

***

Entry 3:
A gas-phase ion, C22H17F4N2 (charge +1) in a non-equilibrium geometry, computed with ωB97M-V with the def2-TZVPD basis set.

Element x y z (Å)
C: 1.6050 -3.3180 2.5143
C: 0.7804 -2.0690 2.6346
C: 0.1876 -1.7211 3.8601
C: -0.5881 -0.5578 3.9867
C: -0.7381 0.2294 2.8422
N: -1.4457 1.4130 2.6182
C: -1.3032 1.7598 1.3471
C: -1.9647 2.9796 0.8922
N: -0.5630 0.8515 0.7060
C: -0.1062 0.7731 -0.7886
C: 1.3435 0.4216 -1.1722
C: 1.7952 -0.7516 -1.8228
C: 3.1478 -1.1212 -1.7053
F: 3.5563 -2.3466 -2.2119
C: 4.0986 -0.2996 -1.1121
C: 3.6607 0.9467 -0.6625
F: 4.6034 1.8531 -0.2037
C: 2.3214 1.3301 -0.7094
C: -1.1141 0.4712 -1.9139
C: -2.0690 1.4720 -2.2169
C: -3.1776 1.1723 -3.0140
F: -4.1309 2.1580 -3.2411
C: -3.3455 -0.0673 -3.6295
C: -2.3237 -0.9942 -3.4400
F: -2.3867 -2.1824 -4.1541
C: -1.2234 -0.7571 -2.5968
C: -0.1626 -0.1088 1.6349
C: 0.5971 -1.2521 1.4983
H: 1.6308 -3.8081 3.5018
H: 1.1611 -4.0131 1.7734
H: 2.6405 -3.0788 2.1981
H: 0.3556 -2.3975 4.7046
H: -1.0601 -0.2754 4.9331
H: -1.9929 1.9034 3.3340
H: -1.8421 3.1720 -0.1645
H: -3.0333 2.9039 1.0875
H: -1.5872 3.8437 1.4370
H: -0.1257 1.8803 -0.6259
H: 1.1788 -1.3742 -2.4649
H: 5.1509 -0.5886 -1.0667
H: 2.0285 2.3507 -0.4178
H: -1.9174 2.5087 -1.8787
H: -4.2051 -0.2740 -4.2755
H: -0.4687 -1.5379 -2.5356
H: 1.0318 -1.4995 0.5201

Properties
- charge = +1
- E_tot (eV) = -36932.6869
- E_LUMO (hartree) = -0.118
- 2S+1 = 1
- orbital gap (eV) = 9.231
- SMILES string = Cc1ccc2[nH]c(C)[n+](C(c3cc(F)cc(F)c3)c3cc(F)cc(F)c3)c2c1

Löwdin atomic charge list, values in e, 4 entries: -0.04, -0.25, -0.01, 0.03